A structure of composition C31H42Br2ClN3O16S at a distorted geometry, computed with wB97M-V/def2-TZVPD.

Values from the calculation:
Net charge ... 0
Energy ... -8581.03372 Ha
HOMO ... -8.903 eV
Kohn-Sham gap ... 7.99 eV

Last column: Löwdin charge in e.
Positions of all 96 atoms, in Å:
1 C 3.12 -0.28 0.79  -0.094
2 O 3.08 0.89 -0.01  -0.205
3 C 1.96 0.84 -0.90  -0.238
4 C 1.64 2.25 -1.36  -0.152
5 C 1.30 3.20 -0.20  -0.168
6 C -0.19 3.36 0.13  -0.136
7 C -0.82 2.10 0.68  -0.115
8 C -1.66 1.26 0.01  -0.114
9 C -2.01 1.59 -1.42  -0.139
10 C -3.45 2.09 -1.65  -0.267
11 N -3.98 2.79 -0.47  0.011
12 C -2.22 0.06 0.67  -0.221
13 C -3.11 -0.97 0.01  -0.667
14 Br -5.00 -0.44 0.05  0.846
15 C -2.77 -1.50 -1.39  -0.778
16 C -3.58 -2.75 -1.73  -0.152
17 Br -0.87 -1.89 -1.48  0.790
18 C -1.91 -0.16 1.98  -0.504
19 Cl -2.54 -1.49 2.92  0.769
20 C -1.05 0.70 2.70  -0.387
21 N -0.68 0.58 3.97  -0.245
22 S 0.28 1.83 4.28  1.025
23 N 0.29 2.55 2.85  -0.203
24 C -0.50 1.83 2.05  -0.307
25 H 4.10 -0.35 1.25  0.076
26 H 2.92 -1.18 0.19  0.092
27 H 2.35 -0.23 1.58  0.088
28 H 2.21 0.19 -1.74  0.127
29 H 1.09 0.44 -0.37  0.091
30 H 0.86 2.21 -2.12  0.107
31 H 2.54 2.63 -1.87  0.114
32 H 1.75 4.18 -0.37  0.113
33 H 1.79 2.80 0.69  0.098
34 H -0.76 3.77 -0.71  0.106
35 H -0.25 4.11 0.92  0.113
36 H -1.35 2.37 -1.78  0.083
37 H -1.78 0.73 -2.05  0.075
38 H -3.40 2.79 -2.49  0.101
39 H -4.11 1.29 -1.97  0.057
40 H -4.98 2.61 -0.39  0.044
41 H -3.89 3.79 -0.59  0.068
42 H -3.12 -1.84 0.65  0.022
43 H -3.03 -0.75 -2.14  0.043
44 H -3.71 -3.36 -0.83  0.072
45 H -4.56 -2.45 -2.08  0.060
46 H -3.09 -3.32 -2.52  0.070
47 C 6.34 1.69 0.36  -0.110
48 C 6.85 0.54 -0.48  -0.116
49 O 8.23 0.89 -0.66  0.057
50 C 8.60 1.71 0.35  -0.575
51 O 9.72 2.04 0.57  0.159
52 O 7.52 2.11 1.06  0.062
53 H 5.56 1.41 1.06  0.112
54 H 5.98 2.53 -0.25  0.137
55 H 6.80 -0.41 0.05  0.136
56 H 6.35 0.44 -1.44  0.107
57 C 9.32 -1.76 -4.40  -0.109
58 C 8.56 -2.81 -3.61  -0.111
59 O 7.50 -2.03 -3.03  0.057
60 C 7.32 -0.92 -3.78  -0.570
61 O 6.42 -0.15 -3.64  0.152
62 O 8.30 -0.80 -4.70  0.067
63 H 9.76 -2.14 -5.32  0.132
64 H 10.09 -1.27 -3.81  0.136
65 H 8.11 -3.57 -4.25  0.132
66 H 9.15 -3.28 -2.83  0.133
67 C -1.01 -1.40 6.91  -0.123
68 C -1.75 -0.37 7.73  -0.118
69 O -1.46 -0.78 9.07  0.056
70 C -0.31 -1.51 9.05  -0.572
71 O 0.28 -1.85 10.02  0.167
72 O 0.06 -1.78 7.78  0.059
73 H -0.63 -1.00 5.97  0.093
74 H -1.62 -2.28 6.70  0.131
75 H -1.35 0.64 7.58  0.128
76 H -2.82 -0.36 7.57  0.131
77 C -4.74 2.01 -6.14  -0.110
78 C -3.26 1.94 -5.84  -0.109
79 O -3.22 1.00 -4.75  0.042
80 C -4.33 0.23 -4.81  -0.561
81 O -4.52 -0.73 -4.13  0.169
82 O -5.20 0.72 -5.72  0.070
83 H -4.97 2.16 -7.20  0.133
84 H -5.25 2.77 -5.55  0.133
85 H -2.68 1.53 -6.67  0.134
86 H -2.83 2.89 -5.53  0.131
87 C -6.75 -3.93 3.07  -0.111
88 C -5.47 -3.18 2.77  -0.162
89 O -5.18 -3.60 1.44  0.008
90 C -6.33 -4.01 0.85  -0.578
91 O -6.45 -4.26 -0.30  0.168
92 O -7.32 -4.08 1.77  0.063
93 H -7.43 -3.39 3.72  0.132
94 H -6.56 -4.92 3.49  0.133
95 H -5.61 -2.09 2.77  0.104
96 H -4.65 -3.43 3.43  0.109


A cluster of 2 separate species, C31H42BrCl3F9NO11PS in total at a distorted geometry, computed with wB97M-V/def2-TZVPD.

Values from the calculation:
Net charge ... +1
Relative energy (zero: lowest compared OMol25 entry of this formula, charge and spin) ... 62.56 kcal/mol
Energy ... -7681.41000 Ha
HOMO ... -11.667 eV
Kohn-Sham gap ... 7.42 eV

Last column: Löwdin charge in e.
Positions of all 100 atoms, in Å:
1 C -6.00 3.32 5.28  -0.061
2 C -5.14 4.28 4.43  -0.269
3 O -4.90 3.62 3.19  -0.132
4 C -4.35 4.54 2.28  -0.209
5 C -3.90 3.84 1.00  -0.142
6 O -2.94 2.82 1.31  -0.097
7 C -2.12 2.48 0.24  -0.147
8 N -0.65 2.79 0.39  -0.016
9 C -0.07 3.16 1.71  -0.201
10 C -0.75 4.27 2.54  -0.092
11 C 0.19 5.40 2.94  -0.742
12 O 1.32 5.31 3.30  0.093
13 Cl -0.54 7.05 2.81  0.677
14 C 0.31 1.77 2.33  -0.310
15 F -0.95 1.27 2.62  0.055
16 S 1.14 1.77 3.95  0.816
17 O 1.59 0.48 4.37  -0.215
18 O 2.22 2.70 4.05  -0.219
19 C -0.03 2.32 5.34  -0.647
20 F -0.14 3.64 5.41  0.164
21 F 0.65 1.96 6.42  0.169
22 F -1.18 1.67 5.37  0.171
23 C 1.03 1.14 1.03  -0.154
24 C 0.68 -0.39 1.24  -0.045
25 C -0.63 -0.96 0.67  -0.147
26 O -1.52 -1.35 1.73  -0.019
27 C -2.66 -1.91 1.15  -0.447
28 O -2.75 -3.11 1.09  0.162
29 C -3.77 -1.05 0.55  -0.123
30 C -4.72 -0.41 1.61  -0.050
31 C 2.59 1.13 1.08  -0.427
32 F 3.05 0.32 2.06  0.129
33 F 3.05 2.37 1.45  0.056
34 C 3.34 0.76 -0.20  -0.135
35 C 4.30 1.64 -0.70  -0.051
36 C 5.01 1.36 -1.83  -0.037
37 C 4.86 0.17 -2.53  0.015
38 C 3.93 -0.72 -2.03  -0.123
39 C 3.72 -2.06 -2.72  -0.567
40 F 2.72 -2.07 -3.58  0.178
41 F 3.49 -3.02 -1.76  0.103
42 F 4.88 -2.41 -3.28  0.147
43 C 3.20 -0.42 -0.91  -0.005
44 C 0.41 1.89 -0.21  -0.416
45 Br 1.53 3.43 -0.95  0.947
46 C 0.28 1.06 -1.57  -0.606
47 Cl 1.46 1.51 -2.88  0.663
48 C -1.08 0.98 -2.30  -0.709
49 C -0.93 -0.02 -3.50  -0.133
50 Cl -1.50 2.57 -3.08  0.663
51 H -5.44 2.40 5.44  0.076
52 H -6.22 3.81 6.23  0.082
53 H -6.92 3.12 4.71  0.080
54 H -5.69 5.23 4.29  0.123
55 H -4.21 4.48 4.99  0.120
56 H -3.43 4.96 2.73  0.110
57 H -5.02 5.38 2.01  0.144
58 H -3.48 4.64 0.36  0.138
59 H -4.76 3.41 0.48  0.143
60 H -2.30 1.42 0.03  0.103
61 H -2.47 3.01 -0.65  0.108
62 H -0.58 3.70 -0.08  0.112
63 H 0.96 3.58 1.68  0.124
64 H -1.50 4.73 1.88  0.088
65 H -1.34 3.83 3.35  0.132
66 H 0.62 -0.55 2.33  0.129
67 H 1.48 -1.07 0.95  0.116
68 H -1.20 -0.32 -0.02  0.081
69 H -0.41 -1.89 0.12  0.149
70 H -3.39 -0.24 -0.09  0.076
71 H -4.35 -1.69 -0.11  0.124
72 H -5.66 -0.96 1.57  0.082
73 H -4.94 0.62 1.34  0.062
74 H -4.34 -0.47 2.64  0.087
75 H 4.52 2.60 -0.24  0.124
76 H 5.73 2.09 -2.21  0.126
77 H 5.42 -0.11 -3.42  0.137
78 H 2.49 -1.18 -0.60  0.121
79 H 0.59 0.03 -1.37  0.083
80 H -1.92 0.57 -1.73  0.073
81 H -0.70 0.49 -4.43  0.061
82 H -1.90 -0.54 -3.62  0.090
83 H -0.21 -0.80 -3.23  0.077
84 C 3.66 -5.06 -3.75  -0.108
85 O 4.07 -6.37 -4.16  -0.207
86 P 3.07 -7.20 -5.06  0.345
87 O 2.28 -6.40 -6.01  -0.223
88 O 2.18 -8.06 -4.06  -0.207
89 C 2.37 -8.00 -2.64  -0.092
90 O 4.03 -8.26 -5.72  -0.205
91 C 3.43 -9.22 -6.60  -0.089
92 H 4.05 -4.86 -2.76  0.078
93 H 4.05 -4.33 -4.45  0.089
94 H 2.57 -4.99 -3.72  0.090
95 H 1.96 -7.07 -2.26  0.084
96 H 3.42 -8.09 -2.38  0.092
97 H 1.83 -8.83 -2.19  0.091
98 H 2.66 -8.75 -7.21  0.087
99 H 2.99 -10.03 -6.01  0.089
100 H 4.20 -9.62 -7.25  0.090